Molecular formula: C26H27BrLiN7O
Method: DFT, ωB97M-V/def2-TZVPD

Output
* total charge: 0
* DFT total energy: -110127.40853 eV
* gap between HOMO and LUMO: 6.8 eV
* LUMO level: 0.3 eV
* E_HOMO: -6.4801 eV

CARTESIAN COORDINATES (ANGSTROEM)
Br  0.3660  3.5654  5.3432
O  2.0335  0.2336  -0.7571
N  -1.2301  -0.8699  -1.2173
N  0.8816  0.7115  2.1469
N  0.4914  -1.8393  0.8685
N  0.6881  2.5438  -0.7514
N  4.5611  5.4918  1.3597
N  -1.3979  0.9259  0.7092
N  4.9369  4.7772  0.4099
C  -1.5913  -2.0315  -0.4052
C  -2.4129  0.9950  -0.1472
C  -0.0917  1.6892  2.6073
C  -3.4657  1.8775  0.0358
C  2.7241  3.3253  3.7718
C  4.7826  2.5372  -0.3251
C  2.0217  2.5832  -0.5234
C  0.6257  4.9226  -0.5826
C  2.7152  3.7757  -0.2489
C  3.6450  3.7330  2.8235
C  4.1213  1.3442  -0.5855
C  2.7131  1.2874  -0.6222
C  0.9399  -0.5479  2.8837
C  4.1235  3.7203  -0.0407
C  0.0666  -1.6265  2.2474
C  2.5140  5.8363  2.6226
C  0.0164  3.6684  -0.7632
C  -0.3388  -2.7466  0.0844
C  3.5356  4.9868  2.2279
C  1.5576  5.4204  3.5390
C  -3.4345  2.7170  1.1398
C  -1.3473  1.7495  1.7494
C  -2.3580  2.6650  2.0078
C  1.9664  4.9714  -0.3318
C  -2.3149  0.0877  -1.3657
C  1.6662  4.1610  4.0995
Li  0.3576  0.1137  0.0013
H  -4.2862  1.9083  -0.6690
H  -0.6194  -3.6562  0.6323
H  0.1043  -2.5428  2.8528
H  0.2471  -3.0559  -0.7845
H  1.4569  -2.1401  0.8545
H  -0.8728  -1.1570  -2.1183
H  -1.0538  3.5965  -0.9311
H  -3.2894  -0.3910  -1.5347
H  0.3605  2.6837  2.5851
H  0.6423  -0.4177  3.9319
H  -2.2891  3.3301  2.8595
H  2.4655  5.9266  -0.2260
H  1.9787  -0.8877  2.8856
H  -2.1106  0.7134  -2.2371
H  0.7438  6.0741  3.8194
H  -2.1572  -1.6647  0.4540
H  5.8652  2.5576  -0.2629
H  -4.2396  3.4198  1.3122
H  2.8228  2.3615  4.2534
H  1.7955  1.1247  2.0529
H  2.4621  6.8266  2.1885
H  -0.9700  -1.2826  2.2434
H  4.6687  0.4261  -0.7510
H  -2.2455  -2.7318  -0.9398
H  -0.3854  1.5046  3.6489
H  0.0400  5.8287  -0.6606
H  4.4646  3.0818  2.5485

Atomic partial charges in e from the Löwdin method, atoms 1 to 4: 0.78 -0.14 -0.10 -0.07

=====

Molecular formula: C26H27BrN7RbS4
Method: DFT, ωB97M-V/def2-TZVPD

Output
* total charge: -2
* DFT total energy: -151868.64341 eV
* gap between HOMO and LUMO (spin up / spin down): 4.3 / 3.0 eV
* LUMO level (spin up / spin down): 3.3 / 3.3 eV
* E_HOMO (spin up / spin down): -0.9713 / 0.2749 eV
* relative energy (zero: lowest compared OMol25 entry of this formula, charge and spin): 0.000 eV

CARTESIAN COORDINATES (ANGSTROEM)
Rb  10.6818  7.9146  11.0074
Br  9.0978  9.7810  18.7392
S  7.7235  4.8326  7.8871
S  5.9722  5.7925  10.4068
S  6.0888  6.8785  11.9500
S  7.8754  5.7465  9.5452
N  9.8418  6.1020  13.1544
N  9.9056  4.3892  14.7307
N  9.8790  10.5023  9.9474
N  13.9756  6.4428  14.7131
N  11.7431  5.6739  14.4965
N  9.7027  10.2450  12.7313
N  12.6624  7.0254  12.7713
C  16.5750  10.3333  10.2152
C  7.9532  11.9589  9.9693
C  12.9925  8.3230  9.2621
C  16.5430  9.4054  9.1573
C  12.9078  7.4246  8.2658
C  14.0761  7.1286  7.4894
C  9.1563  11.3386  14.8750
C  9.6920  10.2962  14.1174
C  10.4784  5.4105  14.0305
C  15.3983  8.6676  8.8729
C  10.3337  9.2171  14.8006
C  8.7956  10.9110  12.0785
C  12.8032  6.4855  13.9307
C  8.8781  11.1224  10.6241
C  14.2371  9.8638  10.7219
C  9.9226  10.5747  8.6295
C  9.3887  9.9769  16.9056
C  8.9870  11.1731  16.2544
C  15.2764  7.6951  7.8015
C  15.4057  10.5851  10.9304
C  10.0648  8.9992  16.1699
C  8.9703  11.2656  7.9076
C  15.2141  6.9348  14.0832
C  8.0454  12.0570  8.5952
C  14.2035  8.9632  9.6635
C  14.1040  6.1417  16.1505
H  12.1060  5.0412  15.2055
H  8.8696  5.8144  13.1167
H  10.5117  8.0981  16.5702
H  8.9712  4.1333  14.3884
H  10.5084  3.6572  15.1205
H  13.4671  7.5885  12.4382
H  9.0196  11.2443  6.8450
H  10.8409  8.4827  14.1984
H  17.5233  10.8862  10.3685
H  8.7629  12.1524  14.3013
H  13.3227  9.9655  11.3342
H  10.8192  10.1569  8.1522
H  14.7910  5.3128  16.2609
H  15.4164  11.3475  11.7433
H  13.1492  5.9265  16.6226
H  17.4633  9.1757  8.5821
H  15.2956  8.0446  14.1765
H  7.2335  12.5465  10.5341
H  14.0260  6.4594  6.6243
H  12.0009  6.8927  8.0242
H  16.0199  6.4546  14.6666
H  8.5235  11.9334  16.9029
H  16.2010  7.5057  7.2005
H  7.4763  12.7600  8.0430
H  15.2969  6.6533  13.0386
H  14.5716  7.0107  16.5934
H  7.9201  11.3839  12.5628

Atomic partial charges in e from the Löwdin method, atoms 1 to 4: 0.68 0.65 -0.20 -0.21

=====

Molecular formula: C26H27Cl2IN2O6P
Method: DFT, ωB97M-V/def2-TZVPD

Output
* total charge: -1
* DFT total energy: -85094.96343 eV
* gap between HOMO and LUMO: 3.8 eV
* LUMO level: 1.0 eV
* E_HOMO: -2.7548 eV

CARTESIAN COORDINATES (ANGSTROEM)
I  2.8069  5.7290  0.2810
Cl  3.1656  5.0361  2.7886
Cl  2.6988  3.1673  -0.0876
P  3.6431  0.3697  3.0509
O  -1.7980  -2.4639  1.6041
O  -2.2379  2.8294  -2.8825
O  0.2984  -2.1794  -2.7335
O  2.3862  -2.1455  3.8859
O  -1.5022  -1.6031  -1.5225
O  0.0534  2.5208  -1.1913
N  4.6009  -0.7911  2.5901
N  -0.7362  -6.8976  -0.9474
C  1.9987  0.3205  2.2176
C  -0.8405  -1.8507  -2.6714
C  0.0590  -0.9404  1.5184
C  -3.9239  1.4711  -3.8747
C  -0.6139  -2.2904  1.5178
C  -0.0291  -4.6506  0.6509
C  2.3585  3.4682  2.6601
C  -0.5071  0.1544  0.8664
C  -0.8774  -6.8518  0.3663
C  0.3412  -3.4588  1.4507
C  -1.0704  3.6150  -3.0897
C  0.2016  1.3604  0.8912
C  -0.3273  2.5835  0.1774
C  -1.8243  0.0964  0.1470
C  1.8246  2.9674  3.9932
C  1.4970  -3.4002  2.0923
C  2.1646  2.7267  1.5480
C  -1.6259  -0.1476  -1.3562
C  -0.2093  -5.8023  -1.4902
C  1.2838  -0.8790  2.1872
C  -0.2090  3.7490  -1.8536
C  0.1541  -4.7136  -0.7211
C  1.4342  1.4307  1.5677
C  -2.9058  2.6017  -4.0969
C  -0.5812  -5.8036  1.2185
C  1.8046  -2.1415  2.8406
H  0.0815  3.4767  0.6627
H  -2.2186  2.2691  -4.8871
H  -1.4032  4.6317  -3.3532
H  -2.4802  -0.6940  0.5028
H  -2.3982  1.0187  0.2263
H  -3.4185  3.4994  -4.4702
H  3.4240  0.3496  4.4469
H  -4.6711  1.4712  -4.6655
H  4.2899  1.5799  2.7468
H  -1.4161  -1.7398  -3.6085
H  2.2065  -4.2170  2.0492
H  4.1552  -1.3854  1.9042
H  -1.2772  -7.7517  0.8320
H  -0.5221  3.2231  -3.9561
H  -0.0455  -5.7663  -2.5610
H  0.7355  4.2492  -2.0963
H  2.5256  2.2571  4.4260
H  -0.7167  4.4126  -1.1442
H  1.7630  3.8303  4.6535
H  0.6063  -3.8628  -1.2186
H  -2.4663  0.2124  -1.9440
H  -3.3606  0.5372  -3.8598
H  -4.3563  1.6125  -2.8833
H  -0.7482  -5.8643  2.2852
H  -1.4185  2.6644  0.1925
H  -0.6761  0.2814  -1.6755
H  0.8498  2.5184  3.8019

Atomic partial charges in e from the Löwdin method, atoms 1 to 4: -0.13 0.34 0.41 0.78